{"formula": "C27H75NO11", "method": "ωB97M-V/def2-TZVPD", "symbols": ["C", "C", "C", "C", "C", "C", "N", "O", "C", "C", "C", "H", "H", "H", "H", "H", "H", "H", "H", "H", "H", "H", "H", "H", "H", "H", "H", "H", "H", "H", "O", "H", "H", "O", "H", "H", "O", "H", "H", "O", "H", "H", "C", "C", "C", "O", "H", "H", "H", "H", "H", "H", "H", "H", "C", "C", "C", "O", "H", "H", "H", "H", "H", "H", "H", "H", "C", "C", "C", "O", "H", "H", "H", "H", "H", "H", "H", "H", "C", "C", "C", "O", "H", "H", "H", "H", "H", "H", "H", "H", "C", "C", "C", "O", "H", "H", "H", "H", "H", "H", "H", "H", "C", "C", "C", "O", "H", "H", "H", "H", "H", "H", "H", "H"], "coordinates": [[1.688487, -0.802124, -3.203753], [0.930973, -1.665612, -4.214954], [0.161076, -2.707968, -3.419087], [-0.877375, -3.447053, -4.271086], [-1.816884, -2.456330, -4.937878], [-1.102677, -1.361870, -5.758986], [-0.020721, -0.841655, -4.939792], [0.550820, 0.332033, -5.467131], [-0.625752, -1.976547, -7.088186], [-2.136004, -0.276690, -6.037040], [2.000374, -2.296406, -5.136528], [2.262419, 0.011517, -3.642958], [2.339313, -1.398872, -2.562703], [0.999584, -0.320959, -2.493391], [0.805528, -3.432329, -2.922782], [-0.397241, -2.122851, -2.677360], [-1.429609, -4.112464, -3.600675], [-0.382438, -4.108484, -4.989776], [-2.492531, -2.021765, -4.199976], [-2.416675, -3.012449, -5.666472], [-0.515970, -3.061641, -7.023312], [-1.298284, -1.780393, -7.925000], [0.344245, -1.594344, -7.422247], [-2.707271, 0.008053, -5.152406], [-1.624290, 0.619603, -6.396449], [-2.845557, -0.571431, -6.808273], [2.495987, -1.499712, -5.702611], [1.532559, -2.991623, -5.834567], [2.814582, -2.804806, -4.620820], [1.141705, 0.086718, -6.200414], [2.825904, 2.689646, -3.923394], [2.284655, 2.133151, -3.348817], [3.277419, 2.077950, -4.513474], [-3.877285, 1.009017, -0.291895], [-3.896316, 1.873719, -0.718826], [-4.717524, 0.597766, -0.520444], [-0.787016, 2.024113, -3.194436], [-0.858347, 1.447045, -2.413121], [-0.577144, 1.407918, -3.908683], [0.705730, 4.476638, -3.637749], [0.142134, 3.690346, -3.646905], [1.575360, 4.163732, -3.928442], [3.626372, 3.363985, 2.410797], [4.340471, 4.504294, 1.718675], [4.341879, 5.778907, 2.540315], [5.678375, 4.091228, 1.473646], [4.292857, 2.785599, 3.056690], [3.244677, 2.650444, 1.681224], [2.835333, 3.720551, 3.071826], [3.785947, 4.716202, 0.795310], [4.829991, 6.605788, 2.014743], [4.895853, 5.668994, 3.480018], [3.344313, 6.117229, 2.830914], [6.245001, 4.862116, 1.385050], [-1.099821, -2.930067, 0.343625], [-2.022454, -3.995386, -0.236572], [-2.962094, -4.553961, 0.818208], [-2.796934, -3.425860, -1.282590], [-0.420712, -3.318606, 1.105062], [-1.693779, -2.151718, 0.834175], [-0.526446, -2.443123, -0.448471], [-1.372082, -4.813417, -0.583505], [-2.383173, -4.772678, 1.715539], [-3.443070, -5.474730, 0.488843], [-3.740624, -3.820175, 1.028822], [-2.225850, -2.820956, -1.768207], [2.939218, -1.160853, 2.550054], [3.402692, -2.327608, 1.671578], [2.883159, -2.235145, 0.265342], [4.817337, -2.315270, 1.608716], [3.393006, -0.259700, 2.126540], [3.302478, -1.291048, 3.572702], [1.859515, -1.031051, 2.627971], [3.075569, -3.240072, 2.190209], [3.056872, -3.155160, -0.291586], [3.352121, -1.376339, -0.218470], [1.805183, -2.059378, 0.260095], [5.228388, -2.220432, 2.470648], [-0.422779, 0.657164, 1.591570], [-0.559640, 1.447867, 0.287548], [0.773161, 1.941256, -0.182009], [-1.143755, 0.592677, -0.708161], [-1.362599, 0.202489, 1.907848], [-0.097833, 1.368698, 2.355677], [0.323613, -0.128352, 1.464168], [-1.268008, 2.258210, 0.502375], [1.237053, 2.555378, 0.594432], [0.708293, 2.529221, -1.096773], [1.489715, 1.120532, -0.296134], [-2.055073, 0.406551, -0.427225], [-5.644104, 2.320954, 5.922917], [-4.981024, 1.095271, 5.308391], [-4.149667, 1.454803, 4.083715], [-4.170409, 0.483862, 6.297114], [-6.428021, 2.044015, 6.622597], [-6.092138, 2.921060, 5.125424], [-4.868072, 2.923150, 6.394726], [-5.753280, 0.377115, 5.006772], [-3.775158, 0.547128, 3.613364], [-3.329112, 2.115847, 4.370971], [-4.755926, 2.032147, 3.381956], [-3.263783, 0.317233, 6.000087], [-0.250816, 1.487363, 5.340756], [-0.263491, -0.026278, 5.422866], [0.955459, -0.518985, 6.173511], [-1.493508, -0.404608, 6.059459], [0.401694, 1.873846, 4.555243], [0.037380, 1.971054, 6.275759], [-1.242437, 1.852790, 5.068836], [-0.294219, -0.392282, 4.386528], [1.843560, 0.002998, 5.814020], [1.114097, -1.595649, 6.231778], [0.850676, -0.183688, 7.214409], [-1.435358, -1.306027, 6.390346]], "forces_ev_per_angstrom": [[-0.47, 0.60, 0.86], [1.53, -0.23, 0.12], [-1.00, 0.03, -0.50], [0.39, -0.08, 0.49], [0.14, -0.61, -0.57], [-0.45, -0.81, 0.03], [-0.68, 0.92, 0.87], [0.29, -0.24, -0.19], [0.42, -0.13, -0.57], [0.28, 0.82, -0.11], [-0.29, 0.10, -0.40], [0.13, -0.25, -0.25], [0.15, -0.20, -0.32], [-0.14, -0.07, -0.27], [0.25, 0.23, 0.08], [0.14, -0.18, 0.22], [-0.15, 0.01, -0.17], [-0.01, 0.16, -0.10], [0.08, 0.15, 0.03], [-0.28, 0.15, 0.19], [0.05, 0.05, 0.07], [-0.18, 0.01, 0.19], [-0.02, 0.09, 0.16], [0.17, -0.07, 0.12], [-0.15, -0.02, -0.05], [0.03, -0.24, 0.03], [-0.09, -0.08, -0.14], [0.20, -0.02, -0.05], [-0.23, -0.07, 0.32], [-0.13, -0.02, 0.01], [0.22, -0.24, 0.06], [-0.05, 0.09, -0.07], [-0.03, 0.05, 0.00], [-0.15, 0.07, 0.03], [0.05, -0.06, -0.02], [0.06, -0.05, 0.03], [0.06, -0.36, -0.08], [-0.16, 0.13, 0.09], [0.01, 0.04, -0.12], [0.10, 0.21, -0.06], [0.03, -0.02, 0.14], [-0.30, 0.01, 0.05], [0.10, -0.60, 0.39], [-0.17, 0.47, 0.45], [0.19, 0.49, 0.62], [0.00, -0.25, -0.26], [0.24, 0.25, -0.07], [-0.20, 0.04, 0.05], [-0.25, 0.03, -0.31], [0.34, -0.04, -0.20], [-0.11, -0.08, -0.17], [0.00, -0.30, -0.10], [-0.05, -0.11, -0.27], [-0.08, 0.07, -0.11], [-0.32, 0.35, 0.27], [0.53, 0.10, 0.57], [0.05, 0.00, -0.26], [-0.04, -0.21, -0.12], [0.07, -0.17, -0.16], [-0.03, 0.00, -0.10], [0.12, -0.06, 0.08], [-0.24, 0.03, -0.36], [-0.14, 0.00, 0.10], [-0.01, 0.03, -0.06], [0.06, 0.02, 0.16], [-0.06, -0.03, -0.07], [0.33, 0.16, -0.18], [-0.32, 0.21, 1.40], [-0.35, 0.04, -0.09], [0.46, -0.16, -0.65], [-0.19, 0.15, 0.18], [0.13, 0.03, -0.03], [0.00, -0.15, -0.22], [-0.07, -0.18, -0.40], [0.24, 0.10, -0.11], [0.09, -0.14, -0.14], [-0.01, -0.02, 0.10], [-0.27, -0.01, 0.19], [0.21, 0.43, -0.16], [-0.78, -0.97, 0.71], [0.61, 0.29, 0.14], [0.31, 0.10, -0.17], [-0.07, 0.09, -0.05], [0.05, -0.27, 0.17], [-0.01, 0.01, 0.06], [0.23, 0.24, -0.28], [-0.25, 0.22, -0.06], [0.03, -0.03, -0.03], [-0.27, -0.16, -0.29], [0.04, 0.11, -0.24], [0.10, 0.00, -0.62], [0.33, 0.09, -0.04], [-0.38, 0.31, 0.17], [-0.12, -0.19, 0.36], [0.12, 0.05, 0.22], [-0.12, -0.01, 0.10], [-0.12, 0.03, 0.21], [-0.02, 0.01, -0.01], [0.15, 0.08, -0.15], [0.12, -0.14, 0.05], [0.01, -0.26, -0.17], [-0.14, 0.01, -0.11], [-0.35, 0.56, -0.15], [-0.04, 0.10, -0.44], [0.01, 0.45, 0.86], [0.22, 0.09, 0.06], [0.24, -0.30, 0.08], [-0.05, -0.17, 0.09], [-0.06, -0.09, 0.12], [0.14, -0.21, 0.15], [0.08, -0.33, -0.23], [-0.07, -0.05, -0.44], [-0.06, -0.02, -0.09], [0.04, -0.02, -0.06]], "mulliken_charge": [-1.391, 1.337, -0.129, -1.003, -1.224, 1.557, 0.999, -0.435, -1.626, -2.067, -1.700, -0.005, 0.317, 0.170, 0.627, -0.749, 0.465, 0.450, 0.329, 0.333, 0.333, 0.441, 0.229, 0.306, 0.440, 0.508, 0.383, 0.366, 0.378, 0.317, -0.669, 0.393, 0.322, -0.549, 0.285, 0.256, -0.816, 0.289, 0.481, -0.694, 0.300, 0.382, -0.930, 0.699, -1.552, -0.553, 0.431, -0.019, 0.332, 0.103, 0.418, 0.380, 0.380, 0.318, -0.646, 0.951, -1.591, -0.591, 0.538, 0.217, -0.290, 0.218, 0.353, 0.402, 0.352, 0.107, -0.819, 0.377, -0.899, -0.564, 0.339, 0.420, -0.208, 0.251, 0.493, 0.376, -0.058, 0.321, -0.080, 0.408, -1.156, -0.240, 0.173, 0.199, -0.440, 0.253, 0.446, 0.288, 0.085, 0.062, -1.358, 0.759, -1.325, -0.563, 0.346, 0.341, 0.328, 0.153, 0.329, 0.190, 0.446, 0.365, -0.726, 1.241, -1.572, -0.512, 0.030, 0.378, -0.047, -0.251, 0.328, 0.429, 0.455, 0.245], "smiles": "CC1(C)CCCC(C)(C)N1O.CC(C)O.CC(C)O.CC(C)O.CC(C)O.CC(C)O.CC(C)O.O.O.O.O", "homo_energy_ha": -0.327, "total_charge": 0, "orbital_gap_ha": 0.3362}